Molecular formula: C4H7IO
Method: DFT, ωB97M-V/def2-TZVPD

Results
Relative energy (zero: lowest compared OMol25 entry of this formula, charge and spin) ... 3.371 eV
E_HOMO (spin up / spin down) ... -0.298 / -0.299 hartree
Gap between HOMO and LUMO (spin up / spin down) ... 7.92 / 7.95 eV
LUMO (spin up / spin down) ... -0.182 / -0.178 eV
Energy ... -529.40565 Ha

Positions of all 13 atoms, in Å:
C 0.591 -1.029 0.559
C -0.891 0.675 -0.146
C 0.913 -1.579 -0.823
C -0.349 1.849 0.761
O 0.968 -1.600 1.564
I -2.925 0.003 0.009
H -0.766 0.709 -1.192
H 0.055 -1.749 -1.412
H 1.516 -2.587 -0.629
H 1.633 -0.840 -1.228
H -0.397 1.561 1.721
H -0.928 2.712 0.499
H 0.584 1.876 0.317

Results of the Mulliken charge analysis, in e, for atoms 1 through 4:
1. C 0.51
2. C -0.62
3. C -0.86
4. C -1.05



Molecular formula: C8H13BiNO3S
Method: DFT, ωB97M-V/def2-TZVPD

Results
Relative energy (zero: lowest compared OMol25 entry of this formula, charge and spin) ... 1.019 eV
E_HOMO ... -0.098 hartree
Total charge ... -1
Gap between HOMO and LUMO ... 5.52 eV
LUMO ... 2.848 eV
Energy ... -1205.77174 Ha

Positions of all 27 atoms, in Å:
C -0.885 1.305 -2.278
C 0.501 1.191 -2.585
C 1.303 1.996 -1.668
C 0.326 2.604 -0.764
C -1.016 2.161 -1.115
Bi 0.069 0.393 0.733
N -1.073 -1.454 0.674
C -0.095 -2.915 -0.110
C 0.996 -2.482 -0.821
H 2.355 2.181 -1.723
H 0.940 0.694 -3.497
H 0.587 3.356 0.039
H -1.935 2.508 -0.665
H -1.691 0.889 -2.858
H 0.827 -2.189 -1.871
H -0.988 -3.296 -0.668
H -2.174 -1.514 0.866
H 2.000 -2.320 -0.416
H 0.130 -3.395 0.903
C -1.693 -0.026 4.346
S -0.521 1.036 3.548
O -1.184 1.661 2.320
O -0.031 1.994 4.537
O 0.570 0.138 2.943
H -2.571 0.560 4.661
H -1.185 -0.612 5.133
H -1.982 -0.718 3.565

Results of the Mulliken charge analysis, in e, for atoms 1 through 4:
1. C -0.46
2. C -0.31
3. C -0.70
4. C -0.51



Molecular formula: C8H35N16O9
Method: DFT, ωB97M-V/def2-TZVPD

Results
Relative energy (zero: lowest compared OMol25 entry of this formula, charge and spin) ... 0.000 eV
E_HOMO (spin up / spin down) ... -0.521 / -0.521 hartree
Multiplicity ... 2
Total charge ... +2
Gap between HOMO and LUMO (spin up / spin down) ... 9.34 / 3.34 eV
LUMO (spin up / spin down) ... -4.832 / -10.825 eV
Energy ... -1878.69000 Ha

Positions of all 68 atoms, in Å:
O 13.925 1.770 -14.868
H 13.011 2.019 -15.024
H 14.146 2.052 -13.978
H 14.579 2.284 -15.347
C 10.190 2.341 -14.282
O 11.354 1.981 -14.318
N 9.308 1.675 -13.622
N 9.675 3.256 -14.970
H 8.343 1.847 -13.866
H 9.597 0.842 -13.129
H 10.321 3.756 -15.565
H 8.734 3.597 -14.838
C 16.940 -0.332 -15.517
O 16.431 -1.374 -15.130
N 16.704 0.807 -14.945
N 17.722 -0.305 -16.535
H 17.322 1.548 -15.245
H 16.204 0.762 -14.069
H 17.765 -1.214 -16.974
H 18.444 0.392 -16.649
C 12.416 4.780 -11.893
O 12.946 4.241 -12.941
N 11.618 4.143 -11.031
N 12.593 6.055 -11.563
H 11.406 3.283 -11.517
H 11.027 4.613 -10.360
H 13.136 6.599 -12.218
H 12.365 6.447 -10.661
C 17.053 3.900 -13.037
O 17.824 4.708 -13.355
N 17.251 2.777 -12.520
N 15.792 4.145 -13.025
H 18.165 2.353 -12.451
H 16.441 2.209 -12.318
H 15.518 5.075 -13.310
H 15.204 3.575 -12.434
C 13.456 1.675 -18.942
O 13.722 2.818 -19.383
N 14.138 1.037 -17.985
N 12.296 1.058 -19.274
H 14.964 1.486 -17.616
H 13.935 0.051 -17.909
H 12.074 0.355 -18.584
H 11.658 1.344 -20.003
C 13.579 0.935 -11.612
O 14.534 1.711 -12.080
N 13.253 -0.281 -12.147
N 12.749 1.328 -10.667
H 12.547 -0.921 -11.814
H 13.984 -0.619 -12.756
H 12.723 2.322 -10.484
H 11.913 0.763 -10.638
C 16.208 4.201 -17.141
O 15.707 3.428 -16.360
N 15.685 4.482 -18.288
N 17.361 4.804 -17.157
H 14.785 4.063 -18.472
H 16.041 5.263 -18.820
H 17.988 4.614 -16.389
H 17.582 5.461 -17.892
C 12.614 4.564 -16.667
O 12.539 3.332 -16.449
N 12.488 5.438 -15.675
N 12.689 5.093 -17.862
H 12.586 4.917 -14.815
H 12.799 6.386 -15.833
H 13.357 5.851 -17.873
H 12.598 4.366 -18.558

Results of the Mulliken charge analysis, in e, for atoms 1 through 4:
1. O 0.21
2. H 0.68
3. H -0.05
4. H 0.62



- Which of these has the highest relative energy (zero: lowest compared OMol25 entry of this formula, charge and spin)?
  C4H7IO



- Which formula does entry 1 have?
  C4H7IO



What did the second record say?
Molecular formula: C8H13BiNO3S
Method: DFT, ωB97M-V/def2-TZVPD

Results
Relative energy (zero: lowest compared OMol25 entry of this formula, charge and spin) ... 1.019 eV
E_HOMO ... -0.098 hartree
Total charge ... -1
Gap between HOMO and LUMO ... 5.52 eV
LUMO ... 2.848 eV
Energy ... -1205.77174 Ha

Positions of all 27 atoms, in Å:
C -0.885 1.305 -2.278
C 0.501 1.191 -2.585
C 1.303 1.996 -1.668
C 0.326 2.604 -0.764
C -1.016 2.161 -1.115
Bi 0.069 0.393 0.733
N -1.073 -1.454 0.674
C -0.095 -2.915 -0.110
C 0.996 -2.482 -0.821
H 2.355 2.181 -1.723
H 0.940 0.694 -3.497
H 0.587 3.356 0.039
H -1.935 2.508 -0.665
H -1.691 0.889 -2.858
H 0.827 -2.189 -1.871
H -0.988 -3.296 -0.668
H -2.174 -1.514 0.866
H 2.000 -2.320 -0.416
H 0.130 -3.395 0.903
C -1.693 -0.026 4.346
S -0.521 1.036 3.548
O -1.184 1.661 2.320
O -0.031 1.994 4.537
O 0.570 0.138 2.943
H -2.571 0.560 4.661
H -1.185 -0.612 5.133
H -1.982 -0.718 3.565

Results of the Mulliken charge analysis, in e, for atoms 1 through 4:
1. C -0.46
2. C -0.31
3. C -0.70
4. C -0.51



- Look up the relative energy (zero: lowest compared OMol25 entry of this formula, charge and spin) of the second one.
  1.019 eV